{
  "formula": "C31H61BrN2O3S",
  "method": "ωB97M-V with the def2-TZVPD basis set",
  "e_tot_ev": -123134.942,
  "homo_energy_ev": -9.7,
  "spin_multiplicity": 1,
  "smiles": "CCCCN[C@]1(c2ccncc2)CCS(=O)(=O)O[C@@H]1Br.CCCCCC.CCCCCC.CCCCCC",
  "species": ["Br", "S", "O", "O", "O", "N", "N", "C", "C", "C", "C", "C", "C", "C", "C", "C", "C", "C", "C", "C", "C", "C", "C", "C", "C", "C", "C", "C", "C", "C", "C", "C", "C", "C", "C", "C", "C", "C", "H", "H", "H", "H", "H", "H", "H", "H", "H", "H", "H", "H", "H", "H", "H", "H", "H", "H", "H", "H", "H", "H", "H", "H", "H", "H", "H", "H", "H", "H", "H", "H", "H", "H", "H", "H", "H", "H", "H", "H", "H", "H", "H", "H", "H", "H", "H", "H", "H", "H", "H", "H", "H", "H", "H", "H", "H", "H", "H", "H", "H"],
  "coordinates": [[1.55, -3.99, -4.22], [3.29, -2.36, -1.79], [4.33, -2.18, -0.77], [2.82, -3.94, -1.69], [3.92, -2.04, -3.07], [-0.98, -3.65, -2.10], [0.46, -3.42, 2.97], [1.95, -1.21, -1.35], [1.52, -4.19, -2.23], [0.10, 1.62, 7.83], [-1.13, 1.72, -1.59], [2.80, 5.00, -3.00], [-4.19, 2.70, -5.17], [1.15, 6.93, -2.76], [1.09, -4.33, 2.21], [-0.42, -0.20, 6.08], [-2.80, -5.31, -1.34], [-1.75, 2.86, -4.44], [-1.96, 1.01, -2.66], [2.01, 3.97, -2.19], [2.59, 6.46, -2.58], [-1.35, -5.07, -1.92], [1.11, -4.41, 0.75], [-1.56, 1.39, -4.08], [-0.54, 1.27, 6.49], [-0.36, -2.38, 0.80], [1.86, -0.04, 4.94], [2.26, 3.99, -0.68], [0.38, -3.38, 0.00], [-0.26, -2.48, 2.24], [0.37, -3.33, -1.58], [1.01, -0.74, 5.99], [3.70, 3.67, -0.30], [-0.53, 0.89, 9.01], [-2.72, -5.82, 0.17], [-3.17, 3.39, -4.27], [0.59, -1.79, -1.93], [-3.52, -7.17, 0.32], [-0.41, -0.19, 8.94], [-3.91, 2.81, -6.22], [1.50, -0.68, 6.96], [0.60, -1.60, -3.03], [-0.95, -1.56, 0.35], [-4.52, -7.06, -0.16], [2.90, 6.61, -1.55], [-0.91, -0.33, 5.11], [-1.07, 3.47, -3.84], [2.18, -0.26, -1.90], [2.24, 2.97, -2.58], [-1.32, -5.55, -2.94], [-3.17, 4.46, -4.51], [-2.91, -7.99, -0.14], [-3.49, 3.31, -3.23], [-0.50, 1.13, -4.24], [-0.06, 1.50, -1.72], [-0.07, 1.21, 9.95], [-3.13, -5.00, 0.82], [0.83, 6.83, -3.80], [-1.82, -0.07, -2.54], [-1.67, -5.99, 0.52], [-5.18, 3.14, -5.04], [-2.12, 0.76, -4.78], [1.07, 7.99, -2.49], [-0.83, -1.72, 2.82], [-0.29, -1.20, -1.54], [-1.62, -3.10, -1.51], [1.67, -5.21, 0.23], [-3.34, -4.33, -1.31], [4.40, 4.41, -0.70], [-0.62, -5.66, -1.30], [-1.26, 2.80, -1.63], [0.46, 6.37, -2.13], [0.00, 2.70, 7.99], [-3.02, 1.21, -2.49], [-1.60, 1.53, 6.52], [-1.43, 1.38, -0.60], [2.85, -0.49, 4.89], [1.98, 4.96, -0.26], [-0.10, 1.90, 5.71], [3.87, 4.77, -2.94], [2.53, 4.89, -4.05], [1.60, 3.25, -0.21], [-3.62, -7.39, 1.42], [0.96, -1.81, 5.74], [-0.99, -0.82, 6.78], [1.87, -1.02, -0.26], [1.33, -5.28, -2.07], [3.99, 2.68, -0.68], [-4.27, 1.64, -4.94], [1.99, 1.02, 5.17], [-1.60, 1.12, 9.08], [-1.44, 3.01, -5.48], [3.24, 7.09, -3.19], [1.68, -5.11, 2.76], [1.40, -0.12, 3.95], [1.17, 1.42, 7.81], [3.81, 3.66, 0.78], [-3.39, -6.00, -1.99], [0.94, 4.11, -2.37]],
  "lowdin_charge": [0.7680, 0.6607, -0.3031, -0.2537, -0.3055, 0.0046, 0.0540, -0.1646, -0.6215, -0.2725, -0.1096, -0.2244, -0.1123, -0.1126, -0.1354, -0.2300, -0.1676, -0.2236, -0.2652, -0.2366, -0.2695, -0.2192, 0.0139, -0.2189, -0.2308, -0.0124, -0.1105, -0.2686, -0.1062, -0.1195, -0.4458, -0.2699, -0.1067, -0.1143, -0.2576, -0.2695, -0.1697, -0.1245, 0.0653, 0.0759, 0.0990, 0.1023, 0.1038, 0.0736, 0.0990, 0.0963, 0.0893, 0.1178, 0.1051, 0.1167, 0.1052, 0.0778, 0.0985, 0.1087, 0.0597, 0.0689, 0.1030, 0.0742, 0.0816, 0.0901, 0.0696, 0.1041, 0.0691, 0.1012, 0.0841, 0.1023, 0.1108, 0.1064, 0.0670, 0.1009, 0.0686, 0.0640, 0.1036, 0.1034, 0.1084, 0.0706, 0.0721, 0.1007, 0.1003, 0.1026, 0.1100, 0.0960, 0.0725, 0.0975, 0.1017, 0.1137, 0.1058, 0.0745, 0.0651, 0.0652, 0.0744, 0.1123, 0.1047, 0.1134, 0.0627, 0.0987, 0.0710, 0.1088, 0.0807]
}

=====

{
  "formula": "CHO2S2",
  "method": "ωB97M-V with the def2-TZVPD basis set",
  "charge": -1,
  "de_lowest_ev": 4.356,
  "e_tot_ev": -26816.209,
  "homo_energy_ev": [-3.8, -3.8],
  "spin_multiplicity": 1,
  "species": ["S", "S", "O", "O", "C", "H"],
  "coordinates": [[3.53, 0.30, -0.52], [1.47, 1.84, 1.13], [0.06, -0.40, -0.81], [0.04, 1.60, 1.43], [2.15, 0.81, 0.07], [-0.78, -0.08, -0.48]],
  "nbo_charge": [0.0177, 0.9644, -1.0617, -0.9573, -0.3798, 0.4167]
}

=====

{
  "formula": "CH10FeO8",
  "method": "ωB97M-V with the def2-TZVPD basis set",
  "de_lowest_ev": 1.681,
  "e_tot_ev": -51965.748,
  "homo_energy_ev": [-6.1, -6.3],
  "spin_multiplicity": 5,
  "species": ["Fe", "O", "O", "O", "O", "O", "O", "O", "O", "C", "H", "H", "H", "H", "H", "H", "H", "H", "H", "H"],
  "coordinates": [[-22.93, -10.13, -24.55], [-24.73, -9.44, -23.60], [-21.19, -11.06, -25.39], [-24.69, -12.05, -27.22], [-22.26, -10.72, -22.70], [-22.56, -13.52, -23.49], [-23.95, -10.13, -26.54], [-23.94, -11.75, -25.32], [-22.04, -8.24, -24.43], [-24.18, -11.33, -26.41], [-22.43, -7.36, -24.35], [-25.52, -9.66, -24.09], [-21.60, -13.55, -23.49], [-21.10, -8.08, -24.45], [-20.25, -10.91, -25.30], [-21.25, -11.91, -25.84], [-22.03, -10.15, -21.96], [-25.04, -8.85, -22.90], [-22.25, -11.60, -22.33], [-22.77, -12.75, -24.03]],
  "nbo_charge": [1.4852, -0.9689, -0.9605, -0.7646, -0.9778, -0.9447, -0.8802, -0.9186, -0.9543, 0.8970, 0.5074, 0.5228, 0.4489, 0.4962, 0.4862, 0.5184, 0.4978, 0.4892, 0.5277, 0.4929]
}

=====

{
  "formula": "C20H25CaN5S4Se2",
  "method": "ωB97M-V with the def2-TZVPD basis set",
  "de_lowest_ev": 0.000,
  "e_tot_ev": -221074.145,
  "homo_energy_ev": -6.4,
  "spin_multiplicity": 1,
  "species": ["Se", "Se", "Ca", "S", "S", "S", "S", "N", "N", "N", "N", "N", "C", "C", "C", "C", "C", "C", "C", "C", "C", "C", "C", "C", "C", "C", "C", "C", "C", "C", "C", "C", "H", "H", "H", "H", "H", "H", "H", "H", "H", "H", "H", "H", "H", "H", "H", "H", "H", "H", "H", "H", "H", "H", "H", "H", "H"],
  "coordinates": [[-1.13, 2.79, 1.62], [2.05, 1.35, 1.63], [-1.28, -0.17, 0.06], [-1.98, -1.91, -1.97], [-3.27, -2.27, 1.08], [-3.66, -2.57, -0.91], [-3.55, -0.23, 1.52], [0.98, -0.97, -0.97], [0.18, -1.47, 1.69], [0.63, 1.60, -3.55], [-0.46, 1.34, -1.63], [1.56, -3.20, 1.86], [-2.30, 2.98, -2.14], [-0.36, 1.80, 3.12], [0.56, 0.96, -2.35], [-0.90, 3.35, -4.59], [0.67, -4.16, 4.04], [-0.13, -2.19, 2.85], [-2.87, 3.08, 2.42], [-1.20, -2.85, 4.86], [1.89, -1.69, -0.10], [-1.13, -1.97, 3.80], [-2.75, 3.86, -3.11], [1.17, -2.12, 1.14], [1.13, 2.02, 3.22], [-0.31, -3.93, 4.98], [0.73, -3.27, 2.97], [3.33, 2.80, 1.46], [-0.45, 2.46, -3.61], [-1.13, 2.28, -2.40], [1.58, -0.04, -1.90], [-2.06, 4.04, -4.31], [-1.85, -1.17, 3.66], [3.95, 2.86, 2.35], [2.04, -0.52, -2.78], [2.28, -3.84, 1.60], [1.35, 3.08, 3.28], [-3.35, 2.14, 2.66], [-0.41, -4.60, 5.82], [-0.37, 3.48, -5.53], [-1.97, -2.72, 5.60], [-0.61, 0.74, 3.04], [0.35, -1.63, -1.45], [-2.75, 3.69, 3.32], [1.34, -5.01, 4.12], [2.82, 3.74, 1.28], [-3.47, 3.63, 1.70], [1.31, 1.43, -4.27], [2.69, -1.00, 0.21], [-3.66, 4.41, -2.94], [3.97, 2.57, 0.60], [-2.85, 2.83, -1.22], [-2.45, 4.74, -5.04], [2.37, -2.55, -0.58], [2.38, 0.50, -1.37], [-0.86, 2.17, 4.02], [1.54, 1.52, 4.10]],
  "nbo_charge": [0.2414, 0.2398, 1.6567, -0.8032, -0.1131, -0.0241, -0.7922, -0.6896, -0.5768, -0.5248, -0.5862, -0.5418, -0.2074, -0.5740, 0.4163, -0.2263, -0.2605, 0.0754, -0.7812, -0.2195, -0.2685, -0.1978, -0.2182, 0.4255, -0.5587, -0.2001, 0.1623, -0.7858, 0.0885, 0.1560, -0.2584, -0.2054, 0.2505, 0.2204, 0.1924, 0.4206, 0.2237, 0.2456, 0.2161, 0.2178, 0.2193, 0.2282, 0.4235, 0.2145, 0.2175, 0.2230, 0.2299, 0.4220, 0.2284, 0.2195, 0.2246, 0.2277, 0.2175, 0.1928, 0.2198, 0.2292, 0.2273]
}

=====

{
  "formula": "C20H46OOsP4S",
  "method": "ωB97M-V with the def2-TZVPD basis set",
  "charge": 4,
  "e_tot_ev": -73951.911,
  "homo_energy_ev": [-19.9, -20.3],
  "spin_multiplicity": 5,
  "species": ["Os", "S", "P", "P", "P", "P", "O", "C", "C", "C", "C", "C", "C", "C", "C", "C", "C", "C", "C", "C", "C", "C", "C", "C", "C", "C", "C", "H", "H", "H", "H", "H", "H", "H", "H", "H", "H", "H", "H", "H", "H", "H", "H", "H", "H", "H", "H", "H", "H", "H", "H", "H", "H", "H", "H", "H", "H", "H", "H", "H", "H", "H", "H", "H", "H", "H", "H", "H", "H", "H", "H", "H", "H"],
  "coordinates": [[-0.13, 0.84, 0.80], [1.19, 0.26, -1.09], [-1.17, 2.42, -0.39], [0.59, -2.43, 1.73], [1.74, 1.93, 1.78], [-1.52, 1.05, 2.68], [0.61, -0.91, 1.91], [-1.32, -2.03, -3.30], [-2.07, 2.73, 3.18], [1.40, -3.17, 3.16], [1.46, 3.07, 3.18], [2.01, -3.34, -7.56], [2.70, 2.89, 0.56], [-3.10, 0.14, 2.49], [-2.98, 2.11, -0.53], [-0.71, 2.60, -2.15], [0.94, -2.28, -4.15], [-0.86, 0.33, 4.22], [0.76, -3.82, -7.48], [0.50, -0.78, -2.28], [-0.88, -1.10, -2.36], [-1.10, -3.02, 1.60], [-1.04, 4.15, 0.19], [-0.42, -2.64, -4.17], [2.97, 0.75, 2.44], [1.39, -1.35, -3.23], [1.46, -2.98, 0.26], [0.96, 2.56, 4.01], [3.47, 3.48, 1.08], [2.22, -2.35, -7.99], [0.17, 0.66, 4.40], [2.88, -3.93, -7.24], [3.95, 1.24, 2.57], [2.43, 3.45, 3.54], [2.04, 3.57, 0.00], [0.35, 2.84, -2.25], [-1.17, 4.24, 1.27], [-1.58, -0.62, -1.68], [3.08, -0.10, 1.75], [-0.06, 4.56, -0.08], [-0.87, -0.77, 4.15], [-3.64, 0.48, 1.60], [-2.72, 3.17, 2.42], [-1.21, 3.38, 3.35], [-1.26, -0.10, 0.13], [1.38, -4.26, 3.06], [2.45, -2.84, 3.22], [2.62, 0.36, 3.41], [-1.66, -2.82, 2.53], [-3.72, 0.30, 3.37], [-0.77, -3.37, -4.90], [1.55, -4.07, 0.33], [1.63, -2.73, -4.85], [-0.90, 1.67, -2.69], [-3.15, 1.05, -0.74], [2.46, -2.53, 0.20], [-2.63, 2.64, 4.12], [-1.60, -2.53, 0.75], [-1.31, 3.40, -2.60], [-2.89, -0.94, 2.39], [3.19, 2.21, -0.15], [-0.10, -3.25, -7.85], [-2.38, -2.27, -3.32], [0.89, -2.89, 4.09], [-1.49, 0.64, 5.07], [-3.39, 2.70, -1.36], [-1.06, -4.11, 1.42], [0.57, -4.84, -7.10], [2.43, -1.02, -3.20], [-3.51, 2.38, 0.40], [-1.81, 4.76, -0.31], [0.85, 3.92, 2.86], [0.90, -2.72, -0.64]],
  "lowdin_charge": [0.8661, 0.7856, 0.5883, 0.6216, 0.6369, 0.6783, -0.6115, -0.0142, -0.2082, -0.1264, -0.2148, 0.2234, -0.2347, -0.2047, -0.2192, -0.2348, -0.0413, -0.2051, 0.2123, -0.6153, -0.0930, -0.1460, -0.1924, -0.0159, -0.2189, -0.0659, -0.1502, 0.0414, 0.0848, 0.1355, 0.0377, 0.1352, 0.0852, 0.0895, 0.0370, 0.0525, 0.0257, 0.0643, 0.0399, 0.0594, 0.0480, 0.0393, 0.0497, 0.0323, -0.0832, 0.0838, 0.0801, 0.0617, 0.0666, 0.0874, 0.1175, 0.0863, 0.0988, 0.0389, 0.0425, 0.0762, 0.0875, 0.0529, 0.0841, 0.0364, 0.0451, 0.1331, 0.1358, 0.0753, 0.0879, 0.0810, 0.0859, 0.1337, 0.1257, 0.0479, 0.0912, 0.0514, 0.0313]
}

=====

{
  "formula": "C2H6BNO2",
  "method": "ωB97M-V with the def2-TZVPD basis set",
  "de_lowest_ev": 0.000,
  "e_tot_ev": -8428.310,
  "homo_energy_ev": [-5.6, -9.1],
  "spin_multiplicity": 3,
  "species": ["O", "O", "N", "C", "C", "B", "H", "H", "H", "H", "H", "H"],
  "coordinates": [[0.13, -0.36, 1.14], [0.48, 1.78, 0.08], [0.48, -0.01, 2.44], [-0.57, -0.18, -1.19], [-0.30, -1.39, -1.66], [0.10, 0.49, 0.06], [0.63, -1.74, -1.41], [-0.34, -0.11, 3.07], [-1.43, 0.26, -1.76], [0.93, 0.91, 2.47], [0.68, 2.19, -0.75], [-0.80, -1.84, -2.49]],
  "nbo_charge": [-0.5485, -0.8917, -0.5317, -0.4040, -0.2880, 0.9713, 0.1517, 0.3518, 0.1768, 0.3490, 0.5042, 0.1592]
}